1.
{"formula": "C36H36BBrF7NO26", "method": "ωB97M-V with the def2-TZVPD basis set", "species": ["C", "N", "C", "C", "C", "Br", "C", "O", "C", "C", "O", "C", "C", "C", "C", "C", "C", "C", "B", "O", "O", "C", "O", "H", "H", "H", "H", "H", "H", "H", "H", "H", "H", "H", "H", "H", "H", "H", "C", "C", "O", "C", "O", "O", "F", "H", "H", "H", "C", "C", "O", "C", "O", "O", "F", "H", "H", "H", "C", "C", "O", "C", "O", "O", "F", "H", "H", "H", "C", "C", "O", "C", "O", "O", "F", "H", "H", "H", "C", "C", "O", "C", "O", "O", "F", "H", "H", "H", "C", "C", "O", "C", "O", "O", "F", "H", "H", "H", "C", "C", "O", "C", "O", "O", "F", "H", "H", "H"], "coordinates": [[-3.01, 2.68, -2.21], [-4.49, 2.83, -2.01], [-5.22, 1.50, -2.01], [-4.42, 0.32, -1.22], [-3.95, 0.42, 0.19], [-4.32, 2.06, 1.29], [-3.13, -0.89, 0.74], [-3.16, -1.34, 1.96], [-2.22, -1.77, -0.33], [-0.87, -2.50, 0.22], [0.36, -2.12, -0.47], [0.88, -0.84, -0.02], [0.16, 0.60, -0.17], [0.82, 2.00, 0.32], [2.31, 1.94, 0.99], [3.07, 0.51, 1.18], [2.37, -0.87, 0.67], [-2.74, -1.84, -1.70], [-1.98, -2.71, -2.85], [-1.02, -2.05, -3.82], [-2.18, -4.17, -2.94], [-4.13, -1.07, -2.05], [-5.02, -1.44, -2.92], [-2.69, 1.76, -2.85], [-2.47, 2.72, -1.16], [-2.65, 3.64, -2.79], [-4.85, 3.41, -2.81], [-5.28, 1.17, -3.14], [-6.32, 1.66, -1.65], [-0.82, -2.28, 1.38], [-1.04, -3.66, 0.08], [-0.91, 0.63, -0.67], [0.30, 3.02, 0.18], [2.78, 2.97, 1.31], [4.16, 0.55, 1.65], [2.96, -1.87, 0.79], [-0.47, -1.41, -3.24], [-2.80, -4.31, -3.71], [-0.57, 6.27, 3.14], [-0.81, 4.83, 2.81], [0.45, 4.23, 3.03], [1.05, 4.98, 3.99], [2.01, 4.63, 4.63], [0.42, 6.19, 4.16], [-1.13, 4.69, 1.51], [-0.17, 6.84, 2.30], [-1.47, 6.76, 3.51], [-1.56, 4.35, 3.44], [-1.73, -1.81, 5.11], [-0.60, -2.79, 5.15], [-0.38, -2.97, 6.53], [-1.59, -2.76, 7.12], [-1.86, -3.09, 8.25], [-2.46, -2.14, 6.28], [0.52, -2.26, 4.60], [-1.39, -0.77, 5.18], [-2.34, -1.92, 4.22], [-0.83, -3.76, 4.69], [2.88, -5.50, 1.00], [3.89, -6.55, 1.33], [5.12, -5.92, 1.06], [4.90, -4.59, 1.28], [5.77, -3.77, 1.42], [3.56, -4.31, 1.34], [3.77, -7.62, 0.50], [2.62, -5.49, -0.06], [1.97, -5.61, 1.58], [3.87, -6.88, 2.37], [3.91, -1.89, -4.34], [3.01, -1.72, -3.16], [2.40, -0.47, -3.38], [2.37, -0.32, -4.74], [1.69, 0.49, -5.32], [3.20, -1.21, -5.36], [3.72, -1.66, -2.01], [4.88, -1.41, -4.20], [4.07, -2.94, -4.60], [2.24, -2.50, -3.08], [7.25, 1.95, 3.38], [6.63, 2.29, 4.70], [5.77, 3.36, 4.39], [5.39, 3.15, 3.10], [4.45, 3.70, 2.57], [6.20, 2.25, 2.47], [7.57, 2.73, 5.57], [8.12, 2.57, 3.15], [7.53, 0.90, 3.31], [6.06, 1.47, 5.15], [-0.31, -4.43, -7.60], [-1.36, -5.37, -7.12], [-1.24, -5.30, -5.72], [-0.78, -4.04, -5.46], [-0.80, -3.52, -4.36], [-0.28, -3.45, -6.58], [-1.10, -6.63, -7.51], [0.68, -4.90, -7.68], [-0.56, -3.98, -8.57], [-2.38, -5.09, -7.42], [-5.98, 6.25, 0.04], [-4.64, 6.54, -0.56], [-3.84, 6.86, 0.55], [-4.38, 6.16, 1.59], [-3.81, 5.96, 2.64], [-5.63, 5.70, 1.30], [-4.70, 7.62, -1.37], [-6.57, 7.16, 0.19], [-6.56, 5.54, -0.56], [-4.20, 5.70, -1.10]], "e_tot_ha": -6701.7852, "fmax_ha_per_bohr": 0.38274, "homo_ev": -7.82, "gap_ha": 0.219, "e_lumo_ev": -1.850}

2.
{"formula": "C47H71F27InO18", "method": "ωB97M-V with the def2-TZVPD basis set", "species": ["C", "C", "C", "C", "C", "C", "In", "C", "C", "C", "C", "C", "H", "H", "H", "H", "H", "H", "H", "H", "H", "H", "H", "H", "H", "H", "H", "H", "H", "H", "H", "H", "H", "H", "H", "H", "H", "H", "C", "C", "O", "C", "O", "C", "F", "F", "F", "H", "H", "H", "H", "H", "C", "C", "O", "C", "O", "C", "F", "F", "F", "H", "H", "H", "H", "H", "C", "C", "O", "C", "O", "C", "F", "F", "F", "H", "H", "H", "H", "H", "C", "C", "O", "C", "O", "C", "F", "F", "F", "H", "H", "H", "H", "H", "C", "C", "O", "C", "O", "C", "F", "F", "F", "H", "H", "H", "H", "H", "C", "C", "O", "C", "O", "C", "F", "F", "F", "H", "H", "H", "H", "H", "C", "C", "O", "C", "O", "C", "F", "F", "F", "H", "H", "H", "H", "H", "C", "C", "O", "C", "O", "C", "F", "F", "F", "H", "H", "H", "H", "H", "C", "C", "O", "C", "O", "C", "F", "F", "F", "H", "H", "H", "H", "H"], "coordinates": [[-2.51, 1.64, 3.65], [-1.98, 0.99, 5.08], [-2.41, -0.59, 5.28], [-1.22, -1.66, 4.83], [-1.81, -2.93, 3.93], [-0.71, -3.40, 2.77], [-0.67, -1.77, 1.20], [1.50, -1.28, 0.71], [1.67, 0.38, 0.79], [-1.96, -2.18, -0.62], [-2.67, -0.72, -1.02], [-3.80, -0.24, 0.08], [-1.56, 1.92, 2.98], [-3.14, 0.89, 3.01], [-3.07, 2.65, 3.86], [-2.49, 1.60, 5.97], [-0.80, 1.16, 5.20], [-3.42, -0.86, 4.72], [-2.61, -0.75, 6.43], [-0.70, -2.09, 5.79], [-0.42, -1.11, 4.18], [-2.82, -2.55, 3.43], [-2.02, -3.85, 4.65], [0.30, -3.58, 3.33], [-1.11, -4.45, 2.38], [-1.36, -0.28, 1.98], [1.79, -1.64, -0.39], [2.28, -1.70, 1.47], [2.24, 0.72, 1.78], [0.57, 0.85, 0.85], [2.20, 0.82, -0.18], [-2.84, -2.91, -0.29], [-1.39, -2.61, -1.55], [-3.18, -0.82, -2.08], [-1.83, 0.13, -1.09], [-3.38, 0.70, 0.68], [-4.08, -1.11, 0.85], [-4.78, 0.03, -0.49], [-2.46, 1.16, -7.58], [-2.01, 2.03, -6.42], [-1.74, 1.22, -5.26], [-0.52, 0.59, -5.24], [0.30, 0.67, -6.14], [-0.34, -0.19, -3.94], [-1.44, -0.93, -3.61], [-0.11, 0.63, -2.88], [0.70, -1.07, -3.98], [-3.31, 0.54, -7.29], [-2.74, 1.78, -8.44], [-1.66, 0.48, -7.89], [-2.82, 2.71, -6.14], [-1.14, 2.64, -6.68], [5.47, 1.41, 3.01], [5.85, 2.13, 1.72], [5.50, 3.52, 1.79], [6.36, 4.32, 2.48], [7.38, 3.92, 3.04], [5.89, 5.78, 2.43], [4.56, 5.91, 2.69], [6.10, 6.34, 1.21], [6.54, 6.57, 3.33], [4.41, 1.57, 3.23], [5.67, 0.34, 2.93], [6.03, 1.81, 3.86], [5.29, 1.69, 0.89], [6.92, 2.00, 1.49], [-7.65, -1.45, 0.80], [-8.20, -2.48, -0.17], [-9.21, -1.91, -1.01], [-8.76, -1.17, -2.07], [-7.57, -0.98, -2.32], [-9.93, -0.66, -2.91], [-10.92, -0.12, -2.15], [-10.50, -1.65, -3.65], [-9.56, 0.31, -3.80], [-8.47, -0.99, 1.37], [-6.94, -1.90, 1.49], [-7.15, -0.64, 0.26], [-8.68, -3.29, 0.39], [-7.40, -2.94, -0.77], [10.12, -0.63, 8.26], [9.57, -1.67, 7.30], [8.56, -1.09, 6.45], [9.01, -0.35, 5.39], [10.20, -0.16, 5.15], [7.84, 0.16, 4.55], [6.85, 0.70, 5.31], [7.27, -0.84, 3.82], [8.21, 1.13, 3.67], [9.30, -0.18, 8.84], [10.83, -1.09, 8.96], [10.62, 0.18, 7.73], [9.09, -2.48, 7.86], [10.37, -2.12, 6.70], [0.79, -3.36, -7.21], [0.24, -4.40, -8.17], [-0.77, -3.83, -9.02], [-0.32, -3.09, -10.08], [0.87, -2.89, -10.32], [-1.49, -2.57, -10.92], [-2.48, -2.04, -10.16], [-2.06, -3.57, -11.65], [-1.12, -1.61, -11.80], [-0.02, -2.91, -6.63], [1.50, -3.82, -6.51], [1.29, -2.55, -7.74], [-0.24, -5.21, -7.61], [1.04, -4.86, -8.77], [-8.04, 3.62, -4.01], [-6.74, 3.96, -3.31], [-5.66, 4.08, -4.25], [-5.60, 5.26, -4.95], [-6.39, 6.18, -4.81], [-4.38, 5.26, -5.88], [-4.26, 4.11, -6.59], [-3.21, 5.42, -5.20], [-4.42, 6.27, -6.80], [-7.92, 2.71, -4.62], [-8.84, 3.45, -3.29], [-8.35, 4.41, -4.70], [-6.47, 3.16, -2.62], [-6.83, 4.88, -2.71], [3.21, -4.66, 9.03], [3.76, -3.36, 8.48], [4.88, -2.91, 9.27], [6.08, -3.52, 9.01], [6.23, -4.41, 8.18], [7.18, -2.92, 9.88], [6.82, -2.78, 11.19], [7.55, -1.68, 9.46], [8.32, -3.67, 9.89], [2.96, -4.55, 10.09], [2.31, -4.96, 8.48], [3.94, -5.47, 8.96], [3.00, -2.58, 8.55], [4.04, -3.45, 7.43], [-9.22, -4.59, -6.22], [-10.52, -4.62, -5.44], [-11.14, -5.91, -5.54], [-10.64, -6.89, -4.73], [-9.70, -6.72, -3.95], [-11.41, -8.19, -4.90], [-11.62, -8.51, -6.21], [-12.65, -8.13, -4.33], [-10.79, -9.27, -4.35], [-9.39, -4.88, -7.26], [-8.79, -3.58, -6.20], [-8.49, -5.28, -5.80], [-11.22, -3.89, -5.86], [-10.37, -4.34, -4.39], [8.91, 7.47, 1.71], [9.47, 8.77, 1.16], [10.58, 9.22, 1.95], [11.78, 8.61, 1.69], [11.93, 7.72, 0.86], [12.89, 9.21, 2.56], [12.52, 9.35, 3.87], [13.25, 10.46, 2.14], [14.03, 8.46, 2.57], [8.66, 7.58, 2.77], [8.02, 7.17, 1.16], [9.65, 6.67, 1.64], [8.70, 9.55, 1.23], [9.75, 8.68, 0.11]], "relative_energy_ev": 5.9376, "e_tot_ha": -6074.1840, "fmax_ha_per_bohr": 0.06832, "homo_ev": -4.63, "gap_ha": 0.230, "e_lumo_ev": 1.628, "total_charge": -1}

3.
{"formula": "C10H11Cl2F3O9", "method": "ωB97M-V with the def2-TZVPD basis set", "species": ["O", "C", "O", "C", "C", "F", "O", "H", "H", "H", "O", "C", "O", "C", "C", "F", "O", "H", "H", "H", "O", "C", "O", "C", "C", "F", "O", "H", "H", "H", "Cl", "C", "Cl", "H", "H"], "coordinates": [[1.21, -0.43, 4.80], [0.33, 0.20, 4.23], [-0.07, 0.05, 3.04], [-1.17, 0.79, 2.75], [-1.43, 1.59, 4.00], [-2.39, 0.98, 4.61], [-0.24, 1.35, 4.71], [-0.98, 1.42, 1.88], [-2.00, 0.17, 2.41], [-1.74, 2.61, 3.78], [1.80, 3.08, -2.73], [2.62, 2.24, -2.96], [3.96, 2.49, -3.05], [4.56, 1.23, -3.26], [3.41, 0.23, -3.54], [3.38, -0.83, -2.72], [2.29, 1.07, -3.24], [5.24, 1.38, -4.10], [4.95, 0.99, -2.27], [3.28, -0.11, -4.57], [-2.59, -1.14, 0.19], [-1.60, -0.74, -0.46], [-0.32, -0.93, -0.02], [0.57, -0.65, -1.08], [-0.33, -0.23, -2.18], [-0.34, -1.10, -3.15], [-1.60, -0.08, -1.64], [1.25, 0.16, -0.82], [1.14, -1.54, -1.35], [-0.06, 0.79, -2.47], [-3.55, -3.19, 3.17], [-4.65, -3.11, 1.74], [-5.51, -1.58, 1.68], [-4.07, -3.20, 0.82], [-5.37, -3.93, 1.81]], "relative_energy_ev": 1.4541, "e_tot_ha": -2284.7834, "smiles": "O=C1OC[C@@H](F)O1.O=C1OC[C@@H](F)O1.O=C1OC[C@@H](F)O1.ClCCl", "fmax_ha_per_bohr": 0.12817, "homo_ev": -10.58, "gap_ha": 0.394, "e_lumo_ev": 0.147}

4.
{"formula": "C43H60F5N5O26PS2", "method": "ωB97M-V with the def2-TZVPD basis set", "species": ["C", "C", "O", "O", "C", "C", "C", "C", "S", "O", "P", "S", "C", "C", "C", "C", "N", "C", "N", "N", "C", "F", "F", "C", "C", "C", "C", "C", "C", "F", "F", "F", "C", "O", "C", "C", "O", "N", "O", "N", "C", "C", "O", "C", "C", "O", "H", "H", "H", "H", "H", "H", "H", "H", "H", "H", "H", "H", "H", "H", "H", "H", "H", "H", "H", "H", "H", "H", "H", "H", "H", "H", "H", "H", "H", "H", "H", "H", "H", "H", "H", "H", "C", "C", "O", "C", "O", "O", "H", "H", "H", "H", "C", "C", "O", "C", "O", "O", "H", "H", "H", "H", "C", "C", "O", "C", "O", "O", "H", "H", "H", "H", "C", "C", "O", "C", "O", "O", "H", "H", "H", "H", "C", "C", "O", "C", "O", "O", "H", "H", "H", "H", "C", "C", "O", "C", "O", "O", "H", "H", "H", "H"], "coordinates": [[8.02, -0.51, 1.74], [7.21, -1.62, 2.36], [7.44, -2.78, 2.11], [6.21, -1.30, 3.21], [5.29, -0.27, 2.78], [4.54, -0.64, 1.50], [5.02, 0.14, 0.26], [3.92, 0.76, -0.63], [4.74, 2.37, -1.27], [2.92, 1.20, 0.21], [1.37, 1.48, -0.60], [-0.50, 1.51, -1.84], [1.06, 3.03, 0.46], [0.55, 4.22, -0.34], [1.25, 5.52, 0.05], [1.26, 5.83, 1.55], [-0.01, 5.50, 2.26], [0.25, 5.00, 3.58], [0.49, 5.72, 4.60], [0.22, 3.60, 3.68], [0.67, 0.24, 0.75], [1.17, 0.56, 2.00], [1.14, -1.01, 0.49], [-0.84, 0.14, 0.92], [-1.51, -1.04, 0.64], [-2.88, -1.14, 0.83], [-3.62, -0.08, 1.32], [-2.95, 1.11, 1.58], [-3.76, 2.28, 2.05], [-4.51, 1.96, 3.14], [-3.00, 3.33, 2.42], [-4.63, 2.72, 1.12], [-1.58, 1.22, 1.40], [1.86, 0.22, -1.72], [3.22, -0.06, -1.79], [3.58, 0.53, -3.18], [4.97, 0.37, -3.49], [5.46, 1.47, -4.19], [6.42, 1.18, -4.79], [3.42, -1.53, -1.99], [2.29, -2.16, -2.63], [2.40, -2.40, -4.12], [1.32, -2.55, -2.05], [3.93, -2.43, -0.97], [5.35, -2.90, -1.21], [3.29, -2.85, -0.06], [9.07, -0.75, 1.89], [7.85, -0.55, 0.66], [7.76, 0.48, 2.07], [4.60, -0.16, 3.61], [5.84, 0.68, 2.70], [4.72, -1.70, 1.38], [3.47, -0.53, 1.69], [5.68, 0.94, 0.59], [5.65, -0.50, -0.36], [4.69, 2.91, -0.05], [1.90, 2.38, -1.57], [-1.34, 2.33, -1.20], [0.47, 2.85, 1.34], [2.06, 3.28, 0.82], [-0.52, 4.38, -0.17], [0.70, 4.08, -1.41], [2.29, 5.44, -0.27], [0.83, 6.37, -0.51], [1.53, 6.88, 1.71], [2.07, 5.26, 2.01], [-0.48, 6.38, 2.43], [0.54, 6.70, 4.33], [-0.71, 3.21, 3.81], [0.88, 3.26, 4.36], [-0.98, -1.92, 0.28], [-3.39, -2.08, 0.62], [-4.69, -0.17, 1.48], [-1.11, 2.16, 1.63], [3.26, 1.57, -3.27], [3.03, -0.02, -3.94], [1.99, -1.51, -4.60], [3.44, -2.44, -4.44], [1.83, -3.28, -4.39], [5.84, -2.35, -2.00], [5.28, -3.96, -1.48], [5.91, -2.85, -0.27], [9.05, 0.79, 5.47], [9.16, 2.17, 6.11], [9.09, 3.03, 4.97], [8.46, 2.37, 3.97], [8.09, 2.86, 2.96], [8.29, 1.06, 4.30], [8.54, 0.07, 6.10], [10.02, 0.39, 5.18], [8.33, 2.39, 6.77], [10.10, 2.32, 6.64], [-8.41, -0.62, -0.56], [-8.06, -0.20, 0.86], [-7.31, -1.32, 1.33], [-6.80, -1.97, 0.26], [-5.98, -2.84, 0.33], [-7.32, -1.49, -0.88], [-8.46, 0.21, -1.26], [-9.34, -1.19, -0.62], [-7.42, 0.69, 0.89], [-8.93, -0.03, 1.49], [-6.66, -4.80, 4.15], [-5.72, -4.51, 3.00], [-4.44, -4.72, 3.61], [-4.59, -5.54, 4.67], [-3.71, -6.03, 5.29], [-5.91, -5.72, 4.94], [-7.60, -5.24, 3.84], [-6.87, -3.90, 4.75], [-5.83, -5.22, 2.18], [-5.80, -3.50, 2.61], [-4.20, 3.29, -2.95], [-4.79, 3.49, -4.33], [-3.62, 3.73, -5.12], [-2.55, 3.17, -4.48], [-1.48, 3.06, -4.97], [-2.90, 2.77, -3.24], [-4.76, 2.58, -2.34], [-4.09, 4.22, -2.40], [-5.29, 2.60, -4.70], [-5.47, 4.34, -4.40], [-6.04, -4.75, -3.23], [-6.99, -5.83, -2.75], [-8.18, -5.08, -2.45], [-8.15, -3.94, -3.18], [-9.07, -3.19, -3.27], [-6.96, -3.78, -3.77], [-5.32, -5.06, -3.98], [-5.49, -4.29, -2.41], [-7.22, -6.56, -3.53], [-6.64, -6.35, -1.86], [-1.45, -2.00, -3.87], [-1.16, -2.35, -5.32], [-1.73, -3.66, -5.43], [-2.68, -3.79, -4.49], [-3.45, -4.70, -4.42], [-2.65, -2.77, -3.62], [-1.62, -0.94, -3.71], [-0.67, -2.34, -3.19], [-1.66, -1.69, -6.02], [-0.10, -2.38, -5.55]], "e_tot_ha": -5541.6456, "fmax_ha_per_bohr": 0.03766, "homo_ev": -5.34, "gap_ha": 0.256, "e_lumo_ev": 1.636, "total_charge": -1}